{"formula": "C4H6CsO2", "method": "ωB97M-V with the def2-TZVPD basis set", "gap_ha": 0.3775, "relative_energy_kj_mol": 64.53, "e_lumo_ev": -3.74, "charge": 1, "elements": ["Cs", "O", "C", "O", "C", "C", "C", "H", "H", "H", "H", "H", "H"], "positions_angstrom": [[2.25693, -0.15711, -3.42030], [1.88772, -1.47863, -0.43344], [0.98347, -0.78881, -0.02483], [1.02115, -0.22183, 1.15993], [-0.15055, 0.52768, 1.50643], [-1.08998, 0.45016, 0.28012], [-0.27935, -0.38518, -0.74774], [0.13944, 1.53567, 1.78027], [-0.59437, 0.01341, 2.35728], [-1.24971, 1.43946, -0.14415], [-2.05658, 0.00116, 0.47531], [-0.00038, 0.24923, -1.59710], [-0.86778, -1.18522, -1.19176]], "atomic_forces_ev_per_a": [[0.20, -0.23, 0.14], [-0.11, 0.25, -0.54], [-0.07, -0.35, -0.25], [0.53, 0.20, 0.62], [-0.85, -0.65, -0.17], [0.72, 0.19, -0.70], [-0.74, 0.68, -0.04], [0.10, 0.02, -0.01], [0.07, 0.23, 0.12], [-0.21, 0.04, 0.20], [0.01, -0.04, 0.25], [0.04, 0.04, 0.13], [0.31, -0.37, 0.26]], "mulliken_charge": [1.02, -0.61, 0.63, -0.33, -0.37, -0.52, -0.16, 0.30, 0.26, 0.26, 0.30, -0.06, 0.29]}

{"formula": "C4H6CuLiO", "method": "ωB97M-V with the def2-TZVPD basis set", "gap_ha": [0.3384, 0.2782], "s_squared": 2.0194, "e_lumo_ev": [-8.44, -10.77], "charge": 2, "spin_multiplicity": 3, "elements": ["C", "C", "H", "H", "H", "H", "Li", "O", "C", "C", "Cu", "H", "H"], "positions_angstrom": [[1.02817, 1.08069, -0.26423], [0.82382, -0.37933, -0.11706], [0.51566, 1.76432, 0.42040], [1.29137, 1.48413, -1.24821], [0.78989, -0.69937, 0.93438], [1.57105, -0.97833, -0.65573], [3.13929, 1.14060, 0.59066], [-1.93817, -0.47747, 1.16338], [-1.75906, -0.70323, -0.11880], [-0.58255, -0.70179, -0.77737], [-1.62885, 0.31970, 2.60590], [-0.58314, -0.87897, -1.85363], [-2.66747, -0.97093, -0.67970]], "atomic_forces_ev_per_a": [[0.08, 0.55, -0.13], [-1.53, -0.57, -0.43], [0.24, -0.16, -0.18], [-0.01, -0.07, 0.30], [-0.07, 0.06, -0.24], [-0.23, 0.12, 0.02], [0.40, 0.17, 0.01], [0.12, -1.98, -5.87], [-3.01, -0.13, 3.14], [3.41, 0.23, -0.52], [0.43, 1.67, 3.37], [-0.05, -0.05, 0.27], [0.23, 0.18, 0.26]], "mulliken_spin": [0.93, -0.06, 0.01, 0.01, 0.02, 0.04, 0.03, 0.33, 0.14, 0.49, 0.05, 0.01, 0.01]}

{"formula": "C4H6F12LiN2O11S4", "method": "ωB97M-V with the def2-TZVPD basis set", "gap_ha": 0.3610, "relative_energy_kj_mol": 15.44, "e_lumo_ev": 2.03, "charge": -1, "elements": ["Li", "C", "F", "F", "F", "S", "O", "O", "N", "S", "O", "O", "C", "F", "F", "F", "C", "F", "F", "F", "S", "O", "O", "N", "S", "O", "O", "C", "F", "F", "F", "O", "H", "H", "O", "H", "H", "O", "H", "H"], "positions_angstrom": [[14.05850, 10.75903, 8.55396], [15.96608, 14.07736, 7.35042], [17.20779, 13.82090, 7.75512], [15.24651, 14.51192, 8.38266], [16.00459, 15.03374, 6.41430], [15.09304, 12.58918, 6.61357], [13.74276, 12.79312, 7.05560], [15.26182, 12.57631, 5.20250], [15.70987, 11.32003, 7.48090], [16.93677, 10.74395, 6.56801], [16.48392, 9.88727, 5.52988], [17.93218, 11.72206, 6.25004], [17.84621, 9.59572, 7.72382], [17.82506, 10.03666, 8.98635], [17.28528, 8.39253, 7.71116], [19.10522, 9.48453, 7.30824], [14.01888, 7.29604, 10.04986], [13.03374, 7.34054, 10.92866], [14.98950, 8.14505, 10.41805], [14.51632, 6.06232, 9.99840], [13.46064, 7.75338, 8.33299], [14.63055, 7.93467, 7.55237], [12.59202, 6.69120, 7.94682], [12.74336, 9.22350, 8.47852], [11.15375, 9.03794, 8.55394], [10.52052, 8.70357, 7.32666], [10.70929, 8.31124, 9.70536], [10.58097, 10.76448, 8.86232], [11.17884, 11.61859, 8.02603], [9.27020, 10.83373, 8.70763], [10.88609, 11.14211, 10.11063], [16.39713, 12.10198, 10.19647], [16.61081, 13.03815, 10.12857], [16.41865, 11.77892, 9.27259], [13.67344, 11.67922, 10.23306], [14.61939, 11.88575, 10.42050], [13.17458, 12.20365, 10.86122], [13.21575, 10.05125, 5.65746], [13.04074, 9.79835, 6.57465], [14.02668, 9.57892, 5.43231]], "atomic_forces_ev_per_a": [[-0.53, 0.21, -0.10], [-0.03, -0.09, -0.96], [-0.15, 0.22, 0.22], [0.27, 0.13, 0.21], [0.04, -0.08, 0.36], [-1.91, -0.01, 0.50], [0.17, -0.23, 0.88], [1.11, -0.01, 0.05], [0.53, 0.98, -1.29], [1.03, -1.02, -0.07], [-0.36, -0.45, -0.38], [-0.06, 0.43, 0.19], [-0.70, -0.36, 0.15], [0.26, 0.16, 0.01], [0.21, 0.07, -0.03], [-0.09, 0.13, 0.10], [0.03, 0.42, -0.57], [0.16, -0.03, 0.06], [-0.05, -0.08, 0.20], [0.05, 0.06, 0.14], [-0.58, -0.08, -0.43], [1.12, 0.50, 0.09], [-0.43, -0.03, 0.39], [0.45, -1.26, 0.11], [-2.01, -0.12, 0.66], [0.20, 0.13, -0.89], [0.27, 0.06, 0.44], [1.03, 0.25, 0.03], [-0.19, -0.03, -0.02], [-0.13, -0.05, -0.04], [-0.15, 0.06, 0.15], [-0.13, 0.01, -0.02], [0.04, 0.01, -0.01], [0.10, 0.17, 0.26], [0.88, -0.02, 0.06], [-0.18, 0.06, 0.07], [-0.31, -0.08, -0.16], [0.15, 0.07, 0.00], [-0.12, -0.10, -0.37], [0.04, 0.02, 0.02]], "mulliken_charge": [1.30, 0.60, -0.20, -0.23, -0.24, 1.04, -0.67, -0.60, -0.30, 0.90, -0.60, -0.64, 0.56, -0.26, -0.21, -0.22, 0.71, -0.22, -0.23, -0.23, 0.76, -0.57, -0.62, -0.43, 0.93, -0.62, -0.62, 0.59, -0.21, -0.21, -0.23, -0.80, 0.34, 0.41, -0.55, 0.35, 0.19, -0.65, 0.32, 0.36]}

{"formula": "C4H6F12NO5PtS2Sb", "method": "ωB97M-V with the def2-TZVPD basis set", "gap_ha": [0.2425, 0.2917], "s_squared": 0.7551, "relative_energy_kj_mol": 45.47, "e_lumo_ev": [-11.70, -11.70], "charge": 3, "spin_multiplicity": 2, "elements": ["Pt", "F", "C", "F", "F", "S", "O", "O", "N", "S", "O", "O", "C", "F", "F", "F", "C", "C", "O", "H", "H", "H", "H", "H", "H", "F", "Sb", "F", "F", "F", "F", "F"], "positions_angstrom": [[0.66094, 0.07702, 0.15679], [1.13112, -3.90154, -2.40577], [1.55152, -3.45925, -1.25461], [2.57577, -2.64502, -1.38756], [1.81312, -4.42841, -0.41646], [0.17397, -2.42900, -0.48317], [0.03221, -1.12610, -1.28249], [0.76829, -1.82783, 0.79379], [-0.98306, -3.36606, -0.41984], [-2.52500, -2.98372, 0.13765], [-3.43360, -2.99722, -0.97774], [-2.40410, -1.87339, 1.04974], [-5.10205, -5.73002, 0.71028], [-5.94766, -4.84122, 0.83018], [-4.51942, -6.16437, 1.70828], [-4.83929, -6.18740, -0.40347], [2.95643, 2.76100, 3.07028], [2.55925, 1.99538, 1.91557], [1.53570, 1.21259, 1.90001], [3.79794, 3.41286, 2.84894], [3.24794, 2.05399, 3.86961], [2.10690, 3.32940, 3.47691], [3.09909, 1.99250, 0.96819], [0.55260, 2.92093, -1.00487], [1.02671, 1.18273, 2.74250], [0.55949, 1.83199, -0.90798], [-0.11285, 5.29401, -2.64684], [1.04934, 4.31195, -3.66676], [-0.73695, 6.38136, -3.97801], [0.52511, 6.61600, -1.55710], [-1.70617, 4.47934, -2.24662], [0.58671, 4.10749, -1.13942]], "atomic_forces_ev_per_a": [[0.55, -0.08, -0.25], [0.00, 0.01, 0.00], [0.02, 0.04, -0.03], [0.00, 0.00, 0.00], [0.00, 0.00, -0.01], [0.09, -0.07, 0.13], [-0.27, -0.05, 0.05], [-0.32, 0.11, 0.09], [0.00, 0.01, -0.29], [0.45, 0.06, 0.38], [-0.06, -0.11, -0.01], [-0.11, 0.14, -0.10], [-0.22, -0.13, -0.08], [-0.04, 0.04, 0.00], [0.03, -0.02, 0.05], [0.01, -0.02, -0.05], [-0.01, 0.00, 0.01], [0.08, -0.10, 0.04], [-0.17, 0.15, -0.04], [-0.01, 0.01, 0.00], [0.02, -0.01, -0.01], [0.00, -0.01, 0.01], [-0.01, 0.01, -0.01], [-0.09, -0.05, -0.02], [0.01, -0.02, 0.01], [0.04, 0.11, 0.11], [0.02, -0.02, 0.05], [0.00, 0.00, -0.01], [-0.01, -0.01, -0.01], [0.00, 0.01, 0.00], [0.00, 0.00, -0.01], [-0.03, -0.01, -0.02]], "mulliken_spin": [0.00, 0.00, 0.01, 0.00, 0.00, 0.04, 0.00, 0.00, 0.05, 0.42, 0.25, 0.22, 0.00, 0.00, 0.00, 0.00, 0.00, 0.00, 0.00, 0.00, 0.00, 0.00, 0.00, 0.00, 0.00, 0.00, 0.00, 0.00, 0.00, 0.00, 0.00, 0.00]}

{"formula": "C4H6F2", "method": "ωB97M-V with the def2-TZVPD basis set", "gap_ha": 0.3601, "relative_energy_kj_mol": 249.29, "e_lumo_ev": 1.11, "charge": 0, "smiles": "C[C@@H]1[C@@H](F)[C@H]1F", "elements": ["C", "C", "C", "C", "F", "F", "H", "H", "H", "H", "H", "H"], "positions_angstrom": [[-0.56910, 0.19259, -0.66945], [-1.76060, -0.82688, 0.38811], [-1.52064, 0.70958, 0.33700], [0.93300, 0.11428, -0.23680], [-2.82660, -1.29194, -0.30608], [-2.49893, 1.56346, -0.05287], [-0.85892, 0.15095, -1.71436], [-1.24021, -1.68103, 0.83254], [-1.07028, 1.19072, 1.27328], [1.17273, -0.88842, -0.66908], [0.86578, 0.30462, 0.80058], [1.57317, 0.85228, -0.67251]], "atomic_forces_ev_per_a": [[-0.80, -0.94, 1.75], [1.84, 1.89, -2.59], [1.25, 0.03, 1.81], [-2.60, -1.39, -2.25], [-0.08, 0.30, -0.22], [-0.80, -0.44, -0.26], [-0.13, 0.04, 0.21], [-0.03, 1.02, 0.65], [-0.36, -1.06, -1.19], [0.77, 0.65, 1.31], [0.78, -0.69, 1.29], [0.16, 0.59, -0.51]], "mulliken_charge": [-0.32, -0.19, 0.19, -1.04, -0.27, -0.29, 0.42, 0.39, 0.23, 0.28, 0.29, 0.33]}

{"formula": "C4H6F2", "method": "ωB97M-V with the def2-TZVPD basis set", "gap_ha": [0.3078, 0.3065], "relative_energy_kj_mol": 354.89, "e_lumo_ev": [0.50, 0.10], "charge": 0, "elements": ["C", "C", "C", "C", "F", "F", "H", "H", "H", "H", "H", "H"], "positions_angstrom": [[-1.64973, -1.00162, -0.30162], [-1.02280, 0.11173, -0.69163], [-0.43568, 1.03258, 0.22873], [1.77597, -0.01311, 0.44995], [2.48645, 0.54809, -0.47153], [1.67413, -1.31464, 0.09026], [-1.89834, -1.74296, -0.96760], [-1.89731, -1.11065, 0.68446], [-0.64536, 0.31822, -1.62159], [0.10830, 1.94752, -0.16859], [-0.54622, 1.10195, 1.32204], [2.05058, 0.12288, 1.44712]], "atomic_forces_ev_per_a": [[0.72, 1.72, -1.24], [0.36, -0.01, 2.75], [3.21, 1.08, 0.72], [-3.25, -1.08, -1.60], [1.25, 1.39, -0.84], [-0.37, 0.32, 0.71], [-0.66, -1.58, -1.43], [-0.59, -0.42, 2.41], [0.20, -0.07, -2.68], [-1.03, -1.19, 0.35], [-0.58, -0.39, -0.66], [0.74, 0.24, 1.52]], "mulliken_charge": [-0.77, 0.11, -0.95, 0.18, -0.20, -0.23, 0.28, 0.30, 0.36, 0.32, 0.35, 0.28]}